ORCA calculation (the ωB97M-V functional and the def2-TZVPD basis) on a 2-piece molecular cluster, C37H34N4O4S2 overall.

Atoms and positions in Å:
C  -1.124  7.327  0.778
C  -0.142  6.697  1.512
C  0.073  5.349  1.351
C  -0.676  4.629  0.457
C  -1.664  5.251  -0.271
C  -1.889  6.602  -0.109
S  -0.285  2.877  0.291
O  -1.383  2.085  0.954
O  0.230  2.683  -1.114
C  1.148  2.934  1.356
C  2.002  1.929  1.428
C  3.230  1.931  2.244
C  3.185  2.107  3.624
C  4.347  2.196  4.358
C  5.575  2.098  3.737
C  5.634  1.892  2.375
C  4.475  1.804  1.636
S  1.329  4.456  2.274
O  2.667  5.079  1.959
O  0.845  4.235  3.687
H  -1.286  8.385  0.892
H  0.469  7.246  2.206
H  -2.250  4.673  -0.963
H  -2.659  7.092  -0.677
H  1.814  1.067  0.809
H  2.224  2.208  4.103
H  4.301  2.364  5.422
H  6.484  2.190  4.312
H  6.593  1.819  1.888
H  4.523  1.674  0.568
C  -1.228  -2.459  -7.646
C  -0.121  -1.636  -7.626
C  0.632  -1.519  -6.474
C  0.291  -2.220  -5.326
C  1.141  -2.096  -4.096
N  0.605  -2.764  -2.888
C  1.419  -3.867  -2.346
C  0.581  -4.802  -1.479
N  -0.207  -4.036  -0.501
C  -0.447  -4.585  0.843
C  -1.828  -4.180  1.351
N  -2.056  -2.732  1.188
C  -3.100  -2.140  2.055
C  -2.611  -1.104  3.023
C  -3.523  -0.387  3.786
C  -3.095  0.560  4.695
C  -1.746  0.804  4.856
C  -0.829  0.093  4.108
C  -1.259  -0.857  3.200
C  -1.612  -2.102  -0.001
C  -2.058  -0.846  -0.395
N  -1.761  -0.261  -1.545
C  -0.931  -0.920  -2.339
C  -0.355  -2.150  -2.045
C  -0.723  -2.768  -0.848
C  -0.819  -3.048  -5.360
C  -1.576  -3.165  -6.511
H  -1.819  -2.547  -8.545
H  0.156  -1.085  -8.510
H  1.502  -0.882  -6.458
H  2.131  -2.512  -4.309
H  1.302  -1.039  -3.866
H  1.900  -4.398  -3.176
H  2.226  -3.428  -1.750
H  -0.115  -5.373  -2.102
H  1.202  -5.532  -0.948
H  -0.327  -5.674  0.812
H  0.330  -4.199  1.509
H  -2.604  -4.710  0.789
H  -1.970  -4.448  2.404
H  -3.877  -1.709  1.418
H  -3.582  -2.948  2.616
H  -4.575  -0.583  3.662
H  -3.815  1.111  5.278
H  -1.413  1.551  5.560
H  0.224  0.283  4.234
H  -0.552  -1.420  2.613
H  -2.699  -0.295  0.272
H  -0.680  -0.446  -3.272
H  -1.079  -3.598  -4.471
H  -2.440  -3.808  -6.527

For the max |F|, the calculation gives 4.036 eV Å⁻¹. The HOMO-LUMO gap comes out at 6.81 eV. As for the total charge: 0. Its structure (SMILES) is c1ccc(CN2CCN3CCN(Cc4ccccc4)c4cncc2c43)cc1.O=S1(=O)C(=Cc2ccccc2)S(=O)(=O)c2ccccc21. For the energy above the lowest of the compared OMol25 structures with the same formula, charge and spin, the calculation gives 0.295 eV. Its multiplicity is 1. The LUMO energy comes out at -0.222 eV.

ORCA calculation (the ωB97M-V functional and the def2-TZVPD basis) on a 2-piece molecular cluster, C7H14N3O overall.

Atoms and positions in Å:
C  -2.062  2.028  -2.754
C  -0.029  1.118  1.274
C  1.082  0.925  1.973
C  -0.482  -0.696  -0.461
C  1.806  -0.259  2.286
C  0.999  -0.828  -0.882
C  -1.242  -2.546  -1.835
N  -1.422  1.695  -1.881
N  -0.853  0.030  0.596
N  -0.762  2.272  1.315
O  -1.404  -1.497  -0.920
H  -2.743  2.248  -3.656
H  1.636  1.775  2.464
H  2.701  -0.300  1.608
H  1.204  -1.164  2.016
H  2.060  -0.522  3.301
H  0.958  -1.204  -1.931
H  1.364  -1.699  -0.304
H  1.574  0.050  -0.625
H  -0.155  -2.767  -2.063
H  -1.871  -2.254  -2.700
H  -1.819  -3.341  -1.467
H  -1.814  0.062  0.766
H  -1.244  2.494  0.476
H  -0.381  3.137  1.678

For the max |F|, the calculation gives 4.519 eV Å⁻¹. The HOMO-LUMO gap comes out at 8.65 eV. As for the total charge: +1. For the energy above the lowest of the compared OMol25 structures with the same formula, charge and spin, the calculation gives 2.483 eV. Its multiplicity is 1. The LUMO energy comes out at -3.116 eV.

ORCA calculation (the ωB97M-V functional and the def2-TZVPD basis) on an isolated molecule of CH3NSSi.

Atoms and positions in Å:
C  -0.515  0.571  -1.740
N  -0.776  1.093  -2.739
Si  -0.057  -0.209  -0.097
S  1.654  -0.502  1.421
H  -0.593  -1.627  -0.186
H  -0.956  0.559  0.904
H  1.243  0.115  2.438

For the max |F|, the calculation gives 4.200 eV Å⁻¹. The HOMO-LUMO gap comes out at 9.24 eV. As for the total charge: 0. Its structure (SMILES) is N#C[SiH2]S. For the energy above the lowest of the compared OMol25 structures with the same formula, charge and spin, the calculation gives 1.052 eV. Its multiplicity is 1. The LUMO energy comes out at -1.040 eV.

no.,E (a.u.)
1,-2746.5922
2,-514.3186
3,-782.3030